Entry 1:
The following is a DFT calculation (wB97M-V/def2-TZVPD) of a structure of composition C16H21FeN2O4.

Properties
LUMO (spin up / spin down): -2.75 / -7.62 eV
M: 361.2 g/mol
energy relative to the best compared isomer or geometry (same formula, charge and spin): 1.0735 eV
gap between HOMO and LUMO (spin up / spin down): 6.73 / 3.39 eV
highest occupied orbital energy (spin up / spin down): -9.48 / -11.01 eV

The geometry in ORCA input format:
```
! wB97M-V def2-TZVPD RIJCOSX def2/J DEFGRID3
* xyz 1 5
C 1.810 -0.420 -2.640
O 0.598 -1.043 -2.143
C -0.019 -0.474 -1.042
C 0.724 -0.202 0.174
C 0.590 1.245 0.654
C -0.413 2.131 -0.020
C -1.399 1.504 -0.774
C -1.289 0.165 -1.191
Fe -0.334 -1.909 0.611
C -0.052 -1.518 2.271
O 0.242 -1.280 3.377
C 0.794 -3.224 0.608
O 1.429 -4.162 0.848
C -1.830 -2.819 0.876
O -2.772 -3.422 1.182
H 2.508 -1.233 -2.865
H 1.545 0.116 -3.558
H 2.249 0.284 -1.915
H 1.757 -0.587 0.202
H 0.469 1.240 1.748
H 1.569 1.694 0.461
H -0.495 3.187 0.231
H -2.295 2.051 -1.094
H -2.036 -0.337 -1.806
C 2.149 4.217 0.048
C 3.146 5.251 0.499
N 2.916 5.597 1.935
C 1.504 6.080 2.105
C 0.526 5.023 1.673
N 1.260 3.797 1.183
C 2.115 3.312 2.332
C 3.095 4.360 2.761
H 1.491 4.616 -0.735
H 2.649 3.312 -0.320
H 4.168 4.864 0.406
H 3.042 6.169 -0.090
H 1.369 6.319 3.167
H 1.387 6.988 1.504
H -0.101 4.695 2.511
H -0.098 5.375 0.844
H 1.417 3.058 3.139
H 2.638 2.409 1.999
H 4.119 4.000 2.617
H 2.934 4.626 3.811
*
```

Atomic partial charges in e from the natural (NBO) method, atoms 1 to 6: -0.244 -0.513 0.221 -0.402 -0.472 -0.132

Entry 2:
The following is a DFT calculation (wB97M-V/def2-TZVPD) of a structure of composition C41H29N10O4ScSe2.

Properties
LUMO (spin up / spin down): -1.72 / -1.72 eV
M: 928.6 g/mol
energy relative to the best compared isomer or geometry (same formula, charge and spin): 0.0665 eV
gap between HOMO and LUMO (spin up / spin down): 4.94 / 4.91 eV
highest occupied orbital energy (spin up / spin down): -6.65 / -6.63 eV

The geometry in ORCA input format:
```
! wB97M-V def2-TZVPD RIJCOSX def2/J DEFGRID3
* xyz 0 1
Sc 0.119 0.143 -0.598
C -6.230 2.151 -1.173
C -6.171 1.467 -2.397
C -4.982 0.947 -2.870
C -3.850 1.122 -2.082
C -2.463 0.717 -2.260
N -2.045 0.030 -3.321
C -0.783 -0.251 -3.537
C -0.320 -1.040 -4.681
C -0.997 -1.625 -5.740
C -0.238 -2.326 -6.663
C 1.149 -2.438 -6.529
C 1.821 -1.852 -5.468
C 1.058 -1.153 -4.547
C 1.413 -0.434 -3.321
N 2.642 -0.379 -2.861
C 2.972 0.219 -1.721
N 2.151 0.804 -0.823
C 2.903 1.296 0.226
N 2.480 1.929 1.285
C 1.198 2.200 1.530
N 0.118 1.798 0.805
C -1.000 2.376 1.329
N -2.237 2.318 0.836
C -2.558 1.783 -0.314
N -1.734 1.117 -1.198
C -3.910 1.797 -0.863
C -5.104 2.330 -0.392
C -0.634 3.149 2.495
C -1.384 3.892 3.409
C -0.706 4.499 4.443
C 0.691 4.391 4.567
C 1.437 3.673 3.660
C 0.754 3.041 2.619
C 4.306 0.997 -0.036
C 5.463 1.245 0.694
C 6.654 0.775 0.173
C 6.695 0.083 -1.046
C 5.546 -0.152 -1.777
C 4.349 0.315 -1.250
N 0.289 0.107 -2.775
H -7.181 2.547 -0.842
H -7.080 1.348 -2.972
H -4.927 0.420 -3.813
H -2.070 -1.539 -5.831
H -0.723 -2.805 -7.503
H 1.703 -2.997 -7.271
H 2.892 -1.942 -5.353
H -5.147 2.862 0.548
H -2.457 3.979 3.303
H -1.252 5.077 5.178
H 1.183 4.887 5.394
H 2.512 3.589 3.745
H 5.422 1.779 1.633
H 7.578 0.940 0.711
H 7.649 -0.270 -1.414
H 5.574 -0.685 -2.717
O -3.021 -4.963 -0.706
C -3.660 -4.099 0.065
O -4.794 -4.279 0.434
C -2.955 -2.831 0.410
C -3.520 -1.860 1.220
N -2.633 -0.861 1.324
N -1.518 -1.113 0.634
C -1.696 -2.302 0.071
C -0.583 -2.792 -0.808
O -0.635 -3.914 -1.299
O 0.354 -1.934 -0.957
H -2.103 -4.656 -0.935
H -4.474 -1.838 1.716
H -2.718 0.014 1.818
C 3.200 -2.196 1.008
Se 1.569 -1.543 1.832
C 2.372 -0.742 3.417
C 1.405 -0.880 4.583
Se -0.274 0.064 4.228
C -1.392 -1.126 5.274
H 3.956 -1.415 0.979
H 2.941 -2.496 -0.007
H 3.567 -3.061 1.558
H 2.635 0.302 3.230
H 3.292 -1.290 3.627
H 1.849 -0.487 5.499
H 1.155 -1.929 4.742
H -1.068 -1.139 6.312
H -1.373 -2.134 4.863
H -2.414 -0.750 5.243
*
```

Atomic partial charges in e from the Löwdin method, atoms 1 to 6: 0.984 -0.072 -0.071 -0.004 -0.101 -0.256

Entry 3:
The following is a DFT calculation (wB97M-V/def2-TZVPD) of a structure of composition C39H48CaFNSb2SeSi2.

Properties
LUMO: 0.45 eV
M: 968.5 g/mol
energy relative to the best compared isomer or geometry (same formula, charge and spin): 0.4441 eV
gap between HOMO and LUMO: 7.72 eV
highest occupied orbital energy: -7.26 eV

The geometry in ORCA input format:
```
! wB97M-V def2-TZVPD RIJCOSX def2/J DEFGRID3
* xyz 0 1
Ca -0.418 0.809 1.075
C 1.236 -1.898 -2.283
C 0.917 -0.452 -2.689
C -0.579 -0.109 -2.580
Sb -0.790 1.996 -2.122
C -2.722 2.357 -2.942
C -2.968 3.516 -3.672
C -4.232 3.763 -4.189
C -5.258 2.853 -3.978
C -5.020 1.700 -3.245
C -3.757 1.452 -2.727
C 0.341 2.685 -3.795
C -0.026 2.342 -5.095
C 0.745 2.754 -6.172
C 1.888 3.515 -5.959
C 2.257 3.864 -4.669
C 1.485 3.451 -3.590
Sb 0.810 -2.086 -0.172
C -0.930 -3.315 -0.297
C -0.922 -4.529 -0.985
C -2.084 -5.276 -1.103
C -3.267 -4.815 -0.538
C -3.287 -3.611 0.145
C -2.120 -2.865 0.267
C 2.228 -3.570 0.379
C 3.581 -3.358 0.125
C 4.526 -4.284 0.542
C 4.127 -5.425 1.223
C 2.782 -5.637 1.489
C 1.835 -4.711 1.072
H 2.297 -2.118 -2.419
H 0.665 -2.629 -2.856
H 1.259 -0.228 -3.703
H 1.507 0.208 -2.038
H -1.055 -0.648 -1.753
H -1.122 -0.392 -3.482
H -2.172 4.230 -3.850
H -4.415 4.667 -4.756
H -6.244 3.046 -4.379
H -5.820 0.994 -3.067
H -3.592 0.560 -2.134
H -0.922 1.757 -5.270
H 0.454 2.484 -7.179
H 2.488 3.836 -6.800
H 3.145 4.460 -4.501
H 1.781 3.730 -2.587
H -0.002 -4.898 -1.426
H -2.068 -6.217 -1.637
H -4.174 -5.398 -0.634
H -4.205 -3.241 0.582
H -2.163 -1.921 0.802
H 3.909 -2.463 -0.392
H 5.576 -4.112 0.340
H 4.864 -6.146 1.550
H 2.468 -6.523 2.026
H 0.788 -4.883 1.289
C 3.142 2.267 0.076
Si 2.495 2.370 1.843
C 1.248 3.776 1.875
C 3.957 2.806 2.935
N 1.614 0.959 2.227
C 1.974 -0.174 2.896
C 3.260 -0.531 3.353
C 3.506 -1.725 4.014
C 2.494 -2.641 4.266
C 1.208 -2.336 3.838
C 1.008 -1.149 3.186
F -0.292 -0.864 2.754
H 3.713 3.161 -0.193
H 2.318 2.177 -0.639
H 3.794 1.400 -0.059
H 1.700 4.718 1.555
H 0.847 3.917 2.880
H 0.400 3.603 1.199
H 4.270 3.834 2.741
H 4.815 2.162 2.732
H 3.712 2.723 3.996
H 4.079 0.150 3.167
H 4.516 -1.945 4.334
H 2.697 -3.571 4.776
H 0.372 -3.005 3.999
C -1.686 1.920 3.939
Si -3.279 1.305 3.146
C -4.636 2.473 3.679
C -3.663 -0.409 3.803
Se -3.149 1.315 0.885
H -1.826 1.984 5.022
H -1.448 2.923 3.579
H -0.806 1.285 3.789
H -4.730 2.492 4.768
H -5.593 2.162 3.257
H -4.431 3.486 3.330
H -3.819 -0.390 4.885
H -2.844 -1.099 3.596
H -4.566 -0.803 3.333
*
```

Atomic partial charges in e from the Löwdin method, atoms 1 to 6: 0.805 -0.353 -0.410 -0.403 1.434 -0.403